Entry from the Open Molecules 2025 dataset: a molecular structure, C26H24MoNO5PS4 (ωB97M-V/def2-TZVPD).

Each line ends with the natural charge from an NBO analysis.
Positions of all 62 atoms, in Å:
Mo: -1.87 -0.06 -0.05  1.015
S: -3.80 -0.26 -1.26  0.327
S: -3.59 -0.97 -4.16  0.328
S: -1.71 -3.59 0.37  1.315
S: -1.23 -0.59 -2.31  0.148
P: 0.69 0.12 0.12  1.296
O: -2.92 2.17 -2.28  -0.511
O: -1.72 0.10 1.74  -0.590
O: -0.70 2.46 1.69  -0.529
O: -1.68 -2.05 0.44  -0.934
O: -1.85 -0.86 3.73  -0.457
N: -1.87 1.91 -0.24  -0.652
C: 1.32 1.71 -0.45  -0.441
C: 2.09 -3.56 -0.85  -0.197
C: 1.47 -1.24 -0.78  -0.452
C: -2.01 -3.99 -1.33  -0.823
C: 2.24 4.18 -1.33  -0.157
C: 2.29 -0.65 4.37  -0.163
C: 3.12 -0.49 3.27  -0.157
C: -1.35 2.82 0.75  0.729
C: 2.04 2.54 0.41  -0.102
C: 2.02 -1.05 -2.05  -0.119
C: -1.74 4.23 0.40  -0.526
C: 2.50 3.77 -0.04  -0.216
C: 0.36 -0.36 2.94  -0.101
C: -1.12 -0.41 2.92  0.796
C: 1.50 3.37 -2.19  -0.197
C: 1.20 -0.16 1.84  -0.387
C: 2.59 -2.13 -2.72  -0.207
C: 0.91 -0.61 4.20  -0.143
C: 1.52 -2.50 -0.18  -0.207
C: -3.29 -3.99 1.09  -0.807
C: -2.91 -0.63 -2.77  -0.560
C: 2.58 -0.26 2.02  -0.183
C: 2.62 -3.38 -2.12  -0.160
C: -2.46 2.67 -1.30  0.714
C: 1.04 2.14 -1.75  -0.216
C: -2.37 4.15 -0.99  -0.518
H: 2.70 -0.83 5.35  0.250
H: -1.14 -3.67 -1.90  0.272
H: -2.10 -5.08 -1.38  0.274
H: 2.15 -4.53 -0.37  0.237
H: 3.24 -0.15 1.17  0.238
H: -2.92 -3.51 -1.68  0.252
H: -3.45 -5.06 0.93  0.272
H: -0.86 4.86 0.45  0.271
H: 3.06 4.40 0.64  0.244
H: -3.37 4.57 -1.05  0.277
H: 1.29 3.70 -3.20  0.241
H: 2.21 2.26 1.44  0.227
H: 3.02 -1.98 -3.70  0.243
H: 3.07 -4.22 -2.64  0.243
H: -4.06 -3.40 0.61  0.254
H: 4.19 -0.54 3.39  0.248
H: 0.45 1.54 -2.43  0.231
H: 2.03 -0.08 -2.52  0.224
H: 2.61 5.14 -1.68  0.244
H: -1.77 4.61 -1.77  0.269
H: -2.44 4.58 1.16  0.276
H: 1.15 -2.64 0.83  0.225
H: 0.25 -0.77 5.04  0.257
H: -3.23 -3.78 2.16  0.276

* orbital gap (spin up / spin down): 6.05 / 6.05 eV
* net charge: +2
* highest occupied orbital energy (spin up / spin down): -14.557 / -14.557 eV
* LUMO level (spin up / spin down): -0.3125 / -0.3125 hartree
* E: -93550.901 eV

Entry from the Open Molecules 2025 dataset: a molecular structure, C25H34AuNO2Si at a distorted geometry (ωB97M-V/def2-TZVPD).

Each line ends with the Mulliken spin population.
Positions of all 64 atoms, in Å:
Au: -0.77 1.44 0.73  0.308
Si: -0.23 -0.29 4.78  0.012
O: -1.94 1.70 -0.96  0.040
O: -0.42 -0.44 3.13  0.072
N: -1.56 1.60 -3.25  0.010
C: -1.75 -0.79 1.07  -0.085
C: 3.44 0.85 -4.53  0.002
C: 0.93 -1.63 5.38  0.000
C: 2.30 0.07 -4.75  0.000
C: 1.32 1.81 -0.07  0.149
C: -1.15 -1.39 2.35  -0.035
C: 2.02 2.62 -3.68  0.007
C: 1.02 0.57 -4.44  -0.009
C: -1.47 -1.68 0.02  0.320
C: -0.45 2.51 -3.59  0.050
C: 1.32 1.67 1.42  0.056
C: -3.29 -1.27 -1.64  0.046
C: -0.61 -2.72 0.50  -0.122
C: 2.18 -0.28 0.48  -0.068
C: 3.30 2.14 -3.99  -0.001
C: -1.30 -2.62 -2.35  0.037
C: 0.87 1.84 -3.88  -0.009
C: -0.35 -2.53 1.83  0.267
C: -1.78 -1.48 -1.44  0.109
C: 1.88 0.59 -0.59  0.354
C: -1.92 -0.30 5.57  0.004
C: -1.53 1.06 -1.99  0.088
C: 0.57 1.40 4.99  0.000
C: 1.92 0.38 1.70  0.353
C: -0.86 -0.26 -1.84  0.105
H: -0.21 -3.52 -0.13  -0.002
H: 0.57 -2.63 5.11  0.000
H: -2.48 1.93 -3.53  0.004
H: -2.69 -0.24 1.18  -0.042
H: -2.46 0.61 5.27  -0.001
H: 2.23 0.03 2.69  0.020
H: 0.79 1.59 6.05  0.000
H: 1.21 2.75 -0.59  -0.032
H: 1.50 1.48 4.41  0.003
H: -1.85 -0.30 6.66  0.001
H: -0.30 3.19 -2.73  -0.006
H: 2.10 0.39 -1.64  0.004
H: -0.79 3.09 -4.46  -0.002
H: -2.00 -1.80 2.93  0.031
H: 1.93 -1.50 4.94  0.000
H: -0.06 -0.20 -1.09  0.034
H: 4.17 2.77 -3.81  0.000
H: 1.03 -1.58 6.47  0.000
H: -1.75 -3.58 -2.10  -0.010
H: 4.44 0.48 -4.80  0.000
H: -2.51 -1.16 5.25  -0.002
H: -3.80 -2.16 -1.27  -0.008
H: 0.34 -3.11 2.46  -0.005
H: -1.55 -2.39 -3.39  0.001
H: -3.67 -0.42 -1.06  -0.003
H: 1.90 3.63 -3.29  0.001
H: -0.21 -2.72 -2.30  0.000
H: -0.12 2.18 4.63  0.001
H: 0.15 -0.04 -4.66  -0.002
H: -3.56 -1.16 -2.69  0.004
H: 1.25 2.51 2.11  -0.015
H: 2.63 -1.27 0.39  -0.001
H: 2.41 -0.92 -5.18  0.000
H: -0.34 -0.48 -2.79  -0.033

* orbital gap (spin up / spin down): 4.61 / 5.53 eV
* net charge: 0
* highest occupied orbital energy (spin up / spin down): -4.521 / -7.004 eV
* 2S+1: 3
* LUMO level (spin up / spin down): 0.0033 / -0.0540 hartree
* E: -43627.572 eV

Entry from the Open Molecules 2025 dataset: a molecular structure, C45H53KN8O7S3 at a distorted geometry (ωB97M-V/def2-TZVPD).

Each line ends with the Mulliken charge.
Positions of all 117 atoms, in Å:
K: -0.61 -0.32 -0.16  1.041
S: 2.55 -1.18 3.74  0.009
S: 0.22 0.35 -4.30  -0.283
S: 3.24 1.60 -0.99  0.146
O: 2.37 0.50 -0.53  -0.077
O: -2.97 -0.47 -1.59  -0.627
O: 1.90 -1.31 2.39  -0.315
O: -0.12 5.17 -9.06  -0.491
O: -0.81 1.89 1.08  -0.106
O: -3.13 5.32 1.69  -0.665
O: -0.82 3.46 -10.32  -0.619
N: -2.86 -4.26 3.47  0.418
N: 1.52 -2.34 -0.37  0.369
N: -2.68 2.26 -0.67  0.213
N: -1.21 -2.13 -2.55  0.381
N: -2.41 3.28 0.12  -0.907
N: -2.34 -2.66 2.15  -0.290
N: -1.37 -3.58 2.09  0.041
N: -1.64 -4.56 2.93  -0.369
C: -1.80 5.68 3.64  -0.645
C: 0.89 -3.38 -2.54  -0.443
C: -2.35 -5.73 5.52  0.676
C: 0.23 4.44 4.06  -0.748
C: 1.07 2.97 -7.24  -0.501
C: 0.15 1.23 -5.75  -0.113
C: 4.05 0.99 -2.47  0.636
C: 4.68 1.69 0.15  -1.167
C: -1.25 -6.69 4.92  -1.309
C: -1.23 3.88 2.18  0.160
C: 6.01 0.63 -4.43  -0.438
C: 1.27 -0.59 4.89  0.537
C: 3.62 1.20 2.42  0.031
C: 4.82 -0.15 -2.45  -0.321
C: -3.24 -3.09 3.00  -0.153
C: 1.25 -3.56 -1.03  -0.564
C: -0.36 3.82 -9.23  0.400
C: 1.18 2.14 -6.13  -0.115
C: -3.94 1.47 -2.60  0.836
C: -0.08 3.66 2.95  -0.029
C: -1.50 2.93 1.08  -0.073
C: 5.77 -0.32 -3.47  -0.579
C: 4.61 0.75 1.36  -0.609
C: -3.17 2.46 -1.87  -0.715
C: -0.62 -3.44 -2.82  -0.911
C: -0.11 2.90 -8.03  0.328
C: 1.49 -0.59 6.27  -0.435
C: -0.87 0.46 5.22  -0.836
C: -0.97 1.14 -6.66  -0.453
C: -1.83 -4.52 6.32  -1.386
C: -2.08 4.96 2.47  0.100
C: 3.69 0.26 3.63  -1.052
C: -0.65 5.48 4.37  -0.398
C: 0.59 0.08 7.11  -0.503
C: -1.06 1.92 -7.77  -0.668
C: -0.57 0.62 6.52  -0.401
C: 0.07 -0.14 4.35  -0.438
C: -5.01 1.99 -3.27  -0.468
C: 5.19 1.79 -4.47  -0.325
C: -5.89 1.15 -3.99  -0.649
C: -3.37 -5.29 4.43  -0.956
C: 4.19 1.93 -3.51  -0.511
C: -4.61 -0.77 -3.30  -0.636
C: -3.79 0.01 -2.44  0.333
C: -5.67 -0.23 -4.01  -0.557
H: 6.81 0.49 -5.16  0.346
H: -0.16 -0.35 3.30  0.574
H: -1.33 -3.82 5.66  0.260
H: 1.37 -4.19 -3.03  0.422
H: -2.86 -6.40 6.23  0.275
H: 3.62 0.84 4.60  0.428
H: 2.07 -4.32 -0.99  0.296
H: 1.33 -2.45 -2.97  0.205
H: -4.13 -2.51 3.30  0.362
H: 2.40 -1.07 6.64  0.386
H: -3.11 4.68 0.92  0.457
H: -0.83 -3.85 -3.81  0.356
H: -1.83 0.78 4.81  0.486
H: -1.08 -4.10 -2.08  0.353
H: 3.51 2.83 -3.51  0.221
H: -0.51 -6.19 4.27  0.258
H: 0.69 0.15 8.20  0.380
H: 2.60 1.23 2.04  -0.108
H: -2.22 -2.06 -2.28  0.020
H: 5.59 1.65 -0.45  0.422
H: -1.78 0.42 -6.47  0.359
H: -6.69 1.54 -4.58  0.358
H: 3.86 2.24 2.74  0.472
H: -0.46 6.10 5.25  0.296
H: -0.96 -1.49 -3.31  -0.352
H: -6.42 -0.86 -4.51  0.306
H: -1.29 1.13 7.19  0.332
H: -1.94 1.87 -8.39  0.391
H: 4.65 -0.24 3.54  0.546
H: 0.40 -4.07 -0.56  0.262
H: -3.15 3.47 -2.26  0.348
H: 5.35 2.58 -5.22  0.375
H: 2.06 -1.61 -0.91  -0.176
H: -3.73 -6.13 3.85  0.336
H: 1.79 -2.49 0.61  -0.057
H: 4.75 -0.89 -1.60  0.142
H: 0.11 5.40 -8.15  0.354
H: -1.78 -7.49 4.34  0.325
H: 4.46 -0.30 1.03  0.123
H: -4.42 -1.87 -3.25  0.219
H: -2.68 -3.92 6.68  0.337
H: -1.17 -4.74 7.15  0.407
H: 0.56 2.82 2.68  0.420
H: -5.13 3.08 -3.31  0.231
H: 6.33 -1.24 -3.49  0.405
H: -2.47 6.45 4.00  0.379
H: -0.69 -7.22 5.69  0.423
H: 5.58 0.82 1.86  0.596
H: 1.10 4.27 4.68  0.385
H: 1.83 3.74 -7.44  0.319
H: 4.57 2.74 0.55  0.470
H: -4.26 -4.80 4.92  0.371
H: 2.10 2.20 -5.49  0.097

* orbital gap: 3.87 eV
* net charge: -2
* highest occupied orbital energy: -0.829 eV
* LUMO level: 0.1116 hartree
* E: -122607.153 eV

Entry from the Open Molecules 2025 dataset: C3H5N3O3 in the gas phase at a distorted geometry (ωB97M-V/def2-TZVPD).

Each line ends with the natural charge from an NBO analysis.
Positions of all 14 atoms, in Å:
O: 2.60 0.18 1.38  -0.574
O: 0.25 -1.77 -0.12  -0.378
O: -0.53 2.58 -1.15  -0.546
N: 0.69 0.81 0.23  -0.600
N: -1.22 1.40 -0.83  -0.284
N: 1.01 -1.41 1.05  -0.372
C: -1.00 -1.00 -0.06  -0.156
C: -0.47 0.41 -0.14  0.433
C: 1.50 -0.13 0.90  0.740
H: 1.80 -2.09 1.17  0.405
H: -1.61 -1.31 -0.93  0.224
H: -1.63 -1.21 0.87  0.226
H: 0.41 2.40 -0.80  0.503
H: -1.81 1.12 -1.57  0.379

* orbital gap: 10.03 eV
* structure (SMILES): O=C1N=C(NO)CON1
* net charge: 0
* highest occupied orbital energy: -9.643 eV
* LUMO level: 0.0143 hartree
* E: -13801.341 eV

Entry from the Open Molecules 2025 dataset: 2 unconnected molecules or ions with the total composition C2H9N3O (ωB97M-V/def2-TZVPD).

Each line ends with the natural charge from an NBO analysis.
Positions of all 15 atoms, in Å:
O: -1.68 -2.09 -4.65  -0.933
N: 0.23 1.44 1.02  -0.598
N: 2.20 0.20 1.00  -0.919
N: 0.11 -0.75 1.68  -0.764
C: 0.79 0.22 1.22  0.571
C: -1.21 1.66 1.13  -0.407
H: -1.77 0.87 0.61  0.207
H: -1.48 1.73 2.17  0.205
H: -2.02 -2.40 -5.50  0.466
H: 2.76 -0.10 1.77  0.393
H: 0.71 -1.48 2.07  0.342
H: -1.54 -2.92 -4.17  0.467
H: -1.40 2.60 0.60  0.194
H: 0.73 2.04 0.38  0.383
H: 2.58 0.30 0.08  0.393

* orbital gap: 9.58 eV
* structure (SMILES): [H]/N=C(\N)NC.O
* net charge: 0
* highest occupied orbital energy: -8.661 eV
* LUMO level: 0.0336 hartree
* E: -8737.398 eV

Entry from the Open Molecules 2025 dataset: a molecular structure, C5H7NO (ωB97M-V/def2-TZVPD).

Each line ends with the natural charge from an NBO analysis.
Positions of all 14 atoms, in Å:
O: -0.89 0.85 1.97  -0.663
N: 0.58 -1.05 0.44  -0.230
C: -1.44 -0.17 1.47  0.259
C: 0.87 -0.65 -0.86  0.016
C: 1.02 0.70 -0.02  -0.300
C: 0.28 0.63 -1.33  -0.424
C: -0.78 -1.10 0.67  -0.310
H: -1.32 -1.75 -0.01  0.205
H: -2.54 -0.27 1.51  0.136
H: -0.79 0.84 -1.30  0.252
H: 2.08 0.92 0.08  0.241
H: 0.36 1.00 0.88  0.358
H: 1.76 -1.02 -1.35  0.219
H: 0.81 1.07 -2.17  0.240

* orbital gap (spin up / spin down): 7.51 / 7.51 eV
* net charge: 0
* highest occupied orbital energy (spin up / spin down): -7.628 / -7.629 eV
* LUMO level (spin up / spin down): -0.0042 / -0.0042 hartree
* E: -8830.639 eV